(w)
DFT (ωB97M-V/def2-TZVPD) results for a single C2H5NP2 molecule.

Structure (XYZ):
```
10
Properties=species:S:1:pos:R:3:lowdin_charge:R:1
C 1.03812 -1.28010 -0.23593 -0.2737
C -0.40589 1.28040 -0.18250 -0.6536
N -2.03328 -1.14079 0.23025 -0.4536
P -2.22574 0.30847 -0.03948 0.6353
P 1.00746 0.32275 0.32181 0.7702
H 1.65636 -1.98857 0.29079 -0.0034
H 0.88533 -1.47956 -1.28490 0.0010
H -0.34048 1.57666 -1.23434 0.0068
H -0.48728 2.18269 0.42859 0.0032
H 0.90540 0.21805 1.70571 -0.0323
```

Summary:
frontier orbital gap (alpha / beta) = 7.8 / 6.3 eV
LUMO level (alpha / beta) = -0.62 / -1.39 eV

(x)
DFT (ωB97M-V/def2-TZVPD) results for C2H5NP2 as an isolated structure.

Structure (XYZ):
```
10
Properties=species:S:1:pos:R:3:lowdin_charge:R:1
C 1.48494 0.82938 -0.03863 -0.7640
C -1.58560 0.95453 -0.02806 -0.1048
N 2.22458 1.34243 -0.68779 0.0880
P 0.57407 -1.73442 -0.38469 0.4892
P 0.37556 0.01188 1.03175 0.6274
H -1.94316 1.67613 0.69902 -0.0098
H -2.13187 0.11454 -0.25843 -0.0537
H -0.99027 1.48327 -0.87696 0.0394
H 0.07245 -2.77763 0.46237 -0.1680
H 1.91931 -1.90012 0.08141 -0.1434
```

Summary:
frontier orbital gap = 9.0 eV
LUMO level = -0.17 eV

Which one sits at the top of the stability order? (x) does.

(w)
DFT (ωB97M-V/def2-TZVPD) results for a single C2H5NP2 molecule.

Structure (XYZ):
```
10
Properties=species:S:1:pos:R:3:lowdin_charge:R:1
C 0.26932 1.29554 0.15593 -0.5338
N -1.23573 1.06767 -0.09870 -0.4230
P -1.78347 -0.37662 -0.08896 0.7991
C -0.17934 -1.34988 0.18823 -0.6825
P 1.25967 -0.22941 -0.19107 0.7941
H 0.58667 2.15371 -0.43573 0.0508
H 0.35455 1.54942 1.21760 0.0540
H -0.14095 -1.65938 1.24107 0.0126
H -0.15414 -2.26221 -0.41173 0.0085
H 1.02343 -0.18884 -1.57663 -0.0798
```

Summary:
frontier orbital gap = 9.3 eV
SMILES = C1N=PCP1
LUMO level = 0.05 eV

(x)
DFT (ωB97M-V/def2-TZVPD) results for C2H5NP2 as an isolated structure.

Structure (XYZ):
```
10
Properties=species:S:1:pos:R:3:lowdin_charge:R:1
C 3.18451 0.49044 0.04012 -0.4418
C 2.27486 -0.53575 -0.00385 -0.3884
N 4.18284 1.05484 0.00996 0.1422
P 0.55854 -0.01141 -0.35125 0.6703
P -2.01811 0.88887 -0.11416 0.4869
H 2.51201 -1.41742 0.73393 0.1000
H 0.81341 1.12520 -1.13223 -0.0623
H 0.26780 -1.02017 -1.23959 -0.0843
H -1.74403 2.35761 -0.22289 -0.1709
H -2.49787 1.10426 1.16868 -0.2517
```

Summary:
frontier orbital gap (alpha / beta) = 6.6 / 7.2 eV
LUMO level (alpha / beta) = -1.53 / -1.44 eV

Which one sits at the top of the stability order? (w) does.

(w)
DFT (ωB97M-V/def2-TZVPD) results for a 4-piece molecular cluster, C2H10NO5 overall.

Structure (XYZ):
```
18
Properties=species:S:1:pos:R:3:lowdin_charge:R:1
O -0.44602 -2.37350 0.98347 0.0439
C 0.17133 -1.38682 0.59605 -0.2958
N 0.27941 -0.77507 -0.69420 0.0310
C 0.51049 0.76253 -0.46246 -0.2131
O -0.46336 1.34650 0.28955 0.0080
H 0.79352 -0.80529 1.37126 0.1408
H -0.43435 -1.01432 -1.28188 0.0913
H 0.57345 1.19284 -1.44370 0.1481
H 1.57323 0.80691 -0.09547 0.1706
H -3.39636 0.82847 -0.51777 0.0463
H -2.21319 1.75174 -0.16548 0.0002
O -2.98144 1.67361 -0.76828 -0.0689
H 2.25296 -2.17470 -2.75577 0.0507
H 1.56680 -1.06049 -1.93496 -0.0512
O 2.38643 -1.28586 -2.37164 -0.0768
H 0.25803 1.64975 1.68272 0.0166
H 0.06012 0.83232 2.98618 0.0310
O 0.61927 1.53476 2.64349 -0.0727
```

Summary:
frontier orbital gap (alpha / beta) = 11.3 / 6.7 eV
spin multiplicity = 2
LUMO level (alpha / beta) = 0.41 / -4.14 eV

(x)
DFT (ωB97M-V/def2-TZVPD) results for a 4-piece molecular cluster, C2H10NO5 overall.

Structure (XYZ):
```
18
Properties=species:S:1:pos:R:3:lowdin_charge:R:1
O -1.89973 -1.48732 -0.17846 0.0463
C -1.15176 -0.61060 0.16072 -0.3574
N -0.62011 0.34789 -0.64157 0.0635
C 0.57334 1.05706 -0.20933 -0.3267
O 1.65848 0.32765 -0.01312 0.0593
H -0.83045 -0.55292 1.21206 0.1443
H -0.54446 0.08968 -1.62332 0.1539
H 0.71369 1.84566 -0.93415 0.1577
H 0.27914 1.69377 0.64689 0.1650
H 3.41531 -1.58374 -1.48798 0.0388
H 2.74923 -0.25169 -1.50795 -0.0170
O 3.36590 -0.78665 -2.02781 -0.0577
H -4.66243 -0.18253 -1.24211 0.0368
H -3.62807 -0.26390 -0.14794 -0.0129
O -4.44972 0.19323 -0.37899 -0.0682
H 1.53789 0.37708 2.09255 -0.0222
H 1.90337 -0.55370 3.22621 0.0449
O 1.59040 0.34103 3.05429 -0.0483
```

Summary:
frontier orbital gap (alpha / beta) = 11.3 / 7.2 eV
spin multiplicity = 2
LUMO level (alpha / beta) = 0.35 / -3.73 eV

Which one sits at the top of the stability order? (x) does.

(w)
DFT (ωB97M-V/def2-TZVPD) results for a 3-piece molecular cluster, C8H15N overall.

Structure (XYZ):
```
24
Properties=species:S:1:pos:R:3:lowdin_charge:R:1
H -0.66688 2.48134 1.11998 0.0509
N -1.30092 2.10499 0.41667 0.1154
C -1.06554 0.91319 0.08266 -0.2791
C -1.88193 0.24357 -0.95000 -0.3589
C -1.31483 -0.56004 -1.84309 0.0560
C -3.36165 0.46886 -0.88190 -0.0659
H -0.42737 0.16505 0.76209 0.0647
H -0.24902 -0.71348 -1.88252 0.0515
H -1.89634 -1.05571 -2.60401 0.0602
H -3.56528 1.53742 -0.93623 0.0747
H -3.75484 0.11123 0.07008 0.0814
H -3.87671 -0.03807 -1.69451 0.0736
C 0.25437 -1.20665 1.81220 0.0640
C 1.42926 -1.32717 1.53412 -0.1873
C 2.82498 -1.63453 1.30902 -0.1114
H -0.64788 -1.25774 2.35639 0.0482
H 2.98990 -1.89196 0.26142 0.0818
H 3.12402 -2.47910 1.93168 0.0843
H 3.44894 -0.77586 1.55139 0.0779
C 2.00920 0.96136 -0.46919 -0.0505
H 1.03204 0.40175 -0.49079 -0.0108
H 2.26639 1.27471 0.53393 0.0285
H 2.84795 0.44031 -0.92036 0.0239
H 1.78215 1.83653 -1.06904 0.0269
```

Summary:
frontier orbital gap = 9.8 eV
SMILES = [H]/N=C/C(=C)C.C#CC.C
LUMO level = 0.85 eV

(x)
DFT (ωB97M-V/def2-TZVPD) results for a single C8H15N molecule.

Structure (XYZ):
```
24
Properties=species:S:1:pos:R:3:lowdin_charge:R:1
H 3.63211 -0.32793 1.21818 0.0495
N 2.61874 -0.16575 1.16121 0.1135
C 2.13198 -0.50754 0.02114 -0.3519
C 2.98909 -1.14522 -1.04387 -0.0670
C 0.48582 -0.40474 -0.31854 -0.0979
C -0.14430 0.80962 0.21379 -0.2709
C 0.38869 1.94745 0.65692 0.0463
C -1.80641 0.61079 0.20237 -0.3711
C -2.37912 0.08454 -1.10920 -0.0981
C -2.26236 -0.22375 1.39311 -0.0907
H 2.84937 -0.62289 -1.99371 0.0763
H 4.05098 -1.11449 -0.77819 0.0721
H 2.68846 -2.19000 -1.16410 0.0818
H 0.40380 -0.43878 -1.40833 0.1076
H 0.08174 -1.32103 0.11845 0.1118
H -0.22372 2.75185 1.05135 0.0605
H 1.46599 2.09081 0.67326 0.0501
H -2.18912 1.62966 0.33798 0.1162
H -3.47450 0.14580 -1.10620 0.0785
H -2.02161 0.66827 -1.96351 0.0795
H -2.11861 -0.96641 -1.27541 0.0736
H -3.35627 -0.21774 1.47641 0.0773
H -1.94523 -1.26804 1.30469 0.0721
H -1.86554 0.17552 2.33222 0.0809
```

Summary:
frontier orbital gap = 10.1 eV
SMILES = [H]/N=C(\C)CC(=C)C(C)C
LUMO level = 0.93 eV

(y)
DFT (ωB97M-V/def2-TZVPD) results for C8H15N as an isolated structure.

Structure (XYZ):
```
24
Properties=species:S:1:pos:R:3:lowdin_charge:R:1
C 0.16460 0.02270 -0.17182 -0.5266
C -0.00451 -1.44058 0.33656 -0.0628
C -1.66815 0.73186 1.31872 -0.1051
C -1.19985 2.04869 -0.62612 -0.1065
C 0.67487 0.13367 -1.61642 -0.0447
C 0.52335 -2.55604 -0.49579 -0.1383
N -1.13497 0.71430 -0.04174 -0.2021
C 1.29179 0.43618 0.76364 -0.0792
C 1.55311 -0.60292 1.54091 0.0452
H 0.55816 -1.36134 1.54866 0.0698
H 1.84281 1.37146 0.70480 0.1111
H 2.35041 -0.82462 2.23910 0.0818
H -2.71734 1.03190 1.28471 0.0812
H -1.13302 1.43350 1.98007 0.0851
H -1.61093 -0.26655 1.74333 0.0685
H -0.48292 2.75833 -0.17600 0.0897
H -1.03064 2.02420 -1.70078 0.0701
H -2.20128 2.45118 -0.46677 0.0816
H 0.95444 1.15866 -1.86244 0.0753
H -0.09477 -0.19388 -2.31845 0.0940
H 1.56307 -0.47864 -1.75934 0.0743
H 0.55402 -3.49245 0.06368 0.0726
H -0.23565 -2.68673 -1.27977 0.0964
H 1.48340 -2.41288 -1.00876 0.0686
```

Summary:
frontier orbital gap = 8.5 eV
LUMO level = 0.97 eV

(z)
DFT (ωB97M-V/def2-TZVPD) results for a 2-piece molecular cluster, C8H15N overall.

Structure (XYZ):
```
24
Properties=species:S:1:pos:R:3:lowdin_charge:R:1
C -0.96097 -0.13053 -0.01067 -0.3810
C -1.52535 -0.50542 -1.34152 -0.2352
C 1.78714 -0.74371 -1.29840 -0.0962
C -0.19711 -0.22227 -1.97135 -0.0743
C -0.86583 -1.27589 0.96191 -0.0809
C -1.51185 1.17063 0.50946 -0.0956
C 1.82375 1.17247 1.90352 -0.0759
C 1.32493 0.56409 0.63529 -0.1306
N 2.00380 -0.05508 -0.18089 -0.0387
H -1.80015 -1.55906 -1.42182 0.1121
H -2.36752 0.10541 -1.68685 0.1089
H 1.71646 -1.82220 -1.18116 0.0841
H 2.31615 -0.39776 -2.18109 0.0835
H -0.01759 0.81737 -2.21711 0.0790
H 0.07296 -0.90450 -2.77020 0.0570
H -0.44647 -0.96760 1.91940 0.0679
H -0.24766 -2.08284 0.56527 0.0806
H -1.86533 -1.69494 1.15209 0.0873
H -2.60946 1.09506 0.59088 0.0849
H -1.11004 1.42962 1.48732 0.0657
H -1.30033 1.99340 -0.17462 0.0828
H 1.24704 0.77848 2.74330 0.0673
H 2.88640 0.98562 2.08282 0.0742
H 1.64703 2.24965 1.88440 0.0728
```

Summary:
frontier orbital gap (alpha / beta) = 7.9 / 7.9 eV
LUMO level (alpha / beta) = 0.86 / 0.86 eV

Which one sits at the top of the stability order? (x) does.

(w)
DFT (ωB97M-V/def2-TZVPD) results for a 2-piece molecular cluster, C4H12NOS overall.

Structure (XYZ):
```
19
Properties=species:S:1:pos:R:3:lowdin_charge:R:1
C 0.84123 -1.20195 -0.96394 -0.3041
C 1.63329 -1.60717 0.30689 -0.8818
S 2.23020 -3.26700 0.21929 0.1005
C 0.11079 0.13850 -0.83725 -0.2608
N -0.84250 0.31834 0.27391 -0.1681
C -0.29991 0.96865 1.47067 -0.1221
H 0.09268 -1.93233 -1.27436 0.0836
H 1.57887 -1.14229 -1.76468 0.0890
H 2.38265 -0.81028 0.40936 0.0446
H 0.98804 -1.47707 1.19302 0.0124
H -0.42885 0.39922 -1.75915 0.0963
H 0.77309 1.01588 -0.80910 0.1114
H -1.18514 -0.59913 0.54486 0.1134
H 0.07427 1.94551 1.16524 0.0767
H -1.07648 1.02424 2.23018 0.0712
H 0.53436 0.38369 1.87545 0.0613
H -1.95387 1.34580 -0.73990 -0.0198
H -2.95563 2.43177 -0.38931 0.0115
O -2.49711 2.06561 -1.15117 -0.1151
```

Summary:
frontier orbital gap = 5.8 eV
net charge = -1
LUMO level = 3.36 eV

(x)
DFT (ωB97M-V/def2-TZVPD) results for a 2-piece molecular cluster, C4H12NOS overall.

Structure (XYZ):
```
19
Properties=species:S:1:pos:R:3:lowdin_charge:R:1
C 0.31679 -0.30987 -1.12735 -0.2982
C 1.48503 -0.46515 -0.12440 -0.9084
S 3.06982 -0.72125 -0.81904 0.1162
C -1.10082 -0.50416 -0.49675 -0.2318
N -1.22114 0.36145 0.70577 -0.1451
C -1.47244 -0.53062 1.85062 -0.1429
H 0.41792 0.72621 -1.51676 0.0946
H 0.45929 -0.96301 -1.99949 0.0778
H 1.32713 -1.30510 0.56233 0.0237
H 1.36741 0.48616 0.46660 0.0379
H -1.96769 -0.24704 -1.13497 0.1016
H -1.18699 -1.58186 -0.29202 0.0984
H -0.46777 1.01630 0.80488 0.0886
H -1.14019 -0.25133 2.85542 0.0712
H -1.41986 -1.63947 1.76384 0.0736
H -2.57695 -0.59398 1.98899 0.0684
H -2.34784 2.80726 -0.24837 0.0162
H -2.55248 1.52702 0.44568 -0.0125
O -3.09160 2.29760 0.10117 -0.1293
```

Summary:
frontier orbital gap = 5.9 eV
net charge = -1
LUMO level = 3.45 eV

Which one sits at the top of the stability order? (w) does.